# 1
{"formula": "C21H27NO5", "method": "the ωB97M-V functional and the def2-TZVPD basis", "elements": ["C", "C", "C", "C", "O", "C", "C", "O", "C", "C", "O", "O", "C", "C", "C", "C", "C", "C", "N", "C", "C", "C", "C", "O", "C", "C", "C", "H", "H", "H", "H", "H", "H", "H", "H", "H", "H", "H", "H", "H", "H", "H", "H", "H", "H", "H", "H", "H", "H", "H", "H", "H", "H", "H"], "xyz": [[-4.356, -3.155, 0.298], [-4.191, -1.998, -0.681], [-2.854, -1.281, -0.499], [-2.817, -0.400, 0.715], [-3.796, -0.322, 1.464], [-1.621, 0.403, 0.977], [-1.640, 1.250, 2.063], [-2.657, 1.372, 2.880], [-0.465, 2.117, 2.404], [0.544, 1.334, 3.240], [1.282, 1.832, 4.045], [0.516, 0.030, 2.966], [1.437, -0.786, 3.679], [0.174, 2.660, 1.105], [1.376, 3.549, 1.425], [-0.863, 3.494, 0.346], [0.606, 1.457, 0.269], [-0.407, 0.333, 0.172], [-0.203, -0.661, -0.589], [0.938, -0.868, -1.343], [2.093, -1.394, -0.759], [3.185, -1.714, -1.533], [3.162, -1.515, -2.914], [4.304, -1.858, -3.584], [4.332, -1.698, -4.980], [2.015, -0.997, -3.501], [0.914, -0.686, -2.722], [-5.309, -3.654, 0.137], [-3.559, -3.884, 0.166], [-4.329, -2.790, 1.320], [-5.004, -1.285, -0.535], [-4.250, -2.377, -1.703], [-2.038, -2.002, -0.418], [-2.626, -0.660, -1.368], [-3.374, 0.730, 2.550], [-0.806, 2.948, 3.030], [1.299, -0.661, 4.754], [1.226, -1.810, 3.380], [2.462, -0.514, 3.422], [1.839, 3.892, 0.502], [2.124, 3.016, 2.006], [1.063, 4.418, 1.997], [-1.712, 2.889, 0.037], [-0.409, 3.925, -0.544], [-1.229, 4.307, 0.969], [0.840, 1.774, -0.752], [1.527, 1.033, 0.678], [2.114, -1.560, 0.308], [4.078, -2.123, -1.089], [4.201, -0.649, -5.269], [3.566, -2.307, -5.471], [5.317, -2.037, -5.296], [1.958, -0.833, -4.566], [0.024, -0.287, -3.186]], "mulliken_charge": [-1.2208, -0.5874, -0.4961, 1.3743, -0.8425, 0.0396, -0.8125, -0.6777, 0.5675, -0.1884, -0.6179, -0.1659, -0.8608, 1.4387, -1.9864, -1.9418, -1.3436, 0.3532, -0.2317, -0.6527, -0.0914, -0.6925, 0.8592, -0.4592, -0.8532, -0.4489, -0.6083, 0.3705, 0.3169, 0.3111, 0.3206, 0.3716, 0.3433, 0.3464, 0.3809, 0.9910, 0.3282, 0.2715, 0.3218, 0.4623, 0.3881, 0.4273, 0.3476, 0.4479, 0.4831, 0.8408, 0.4161, 0.5180, 0.4269, 0.3357, 0.3405, 0.2402, 0.3825, 0.4165], "fmax_ev_per_a": 0.8, "e_lumo_ev": 0.56, "spin_multiplicity": 1, "e_homo_ev": -7.747, "energy_ha": -1247.3820, "smiles": "CCCC(=O)C1=C(O)[C@@H](C(=O)OC)C(C)(C)C/C1=N\\c1ccc(OC)cc1", "de_lowest_kj_mol": 103.26}

# 2
{"formula": "C23H18Cu2F18N2O29S4", "method": "the ωB97M-V functional and the def2-TZVPD basis", "elements": ["Cu", "Cu", "C", "F", "F", "F", "S", "O", "O", "N", "S", "O", "O", "C", "F", "F", "F", "C", "F", "F", "F", "S", "O", "O", "N", "S", "O", "O", "C", "F", "F", "F", "C", "O", "O", "O", "C", "C", "O", "C", "O", "O", "F", "H", "H", "H", "C", "C", "O", "C", "O", "O", "F", "H", "H", "H", "C", "C", "O", "C", "O", "O", "F", "H", "H", "H", "C", "C", "O", "C", "O", "O", "F", "H", "H", "H", "C", "C", "O", "C", "O", "O", "F", "H", "H", "H", "C", "C", "O", "C", "O", "O", "F", "H", "H", "H"], "xyz": [[-5.831, -1.575, -16.775], [-4.388, 1.874, -17.700], [-4.506, -0.213, -21.237], [-4.553, -1.321, -22.005], [-3.914, 0.739, -21.903], [-5.734, 0.197, -20.957], [-3.434, -0.551, -19.628], [-4.359, -1.092, -18.630], [-2.363, -1.497, -20.056], [-2.989, 1.026, -19.070], [-1.796, 1.495, -19.970], [-1.578, 0.799, -21.212], [-2.009, 2.945, -20.135], [-0.153, 1.344, -18.848], [-0.007, 0.014, -18.605], [0.931, 1.912, -19.475], [-0.357, 1.855, -17.573], [-3.168, -0.152, -13.580], [-4.478, -0.281, -13.407], [-2.684, 0.997, -13.227], [-2.499, -0.997, -12.844], [-2.723, -0.508, -15.383], [-3.179, 0.757, -16.022], [-1.256, -0.847, -15.427], [-3.888, -1.826, -15.814], [-3.260, -3.084, -15.189], [-2.335, -2.956, -14.069], [-4.234, -4.157, -15.048], [-2.201, -3.693, -16.725], [-2.857, -3.525, -17.857], [-0.994, -3.097, -16.766], [-1.840, -4.997, -16.575], [-6.582, 1.023, -16.471], [-6.644, 0.219, -15.611], [-5.929, 2.059, -16.185], [-6.148, 0.587, -17.493], [-5.323, -6.403, -19.185], [-6.665, -5.979, -19.776], [-6.760, -4.624, -19.321], [-5.832, -4.440, -18.435], [-5.636, -3.484, -17.796], [-5.021, -5.364, -18.372], [-7.617, -6.697, -19.246], [-4.451, -6.470, -19.836], [-5.289, -7.357, -18.659], [-6.795, -5.783, -20.841], [-10.976, -0.982, -18.439], [-11.104, -2.510, -18.731], [-9.801, -2.981, -18.252], [-8.919, -1.882, -18.130], [-7.808, -2.038, -17.851], [-9.566, -0.797, -18.350], [-11.262, -2.491, -19.962], [-11.491, -0.814, -17.494], [-11.376, -0.347, -19.229], [-11.956, -2.865, -18.151], [-6.298, 2.994, -13.445], [-6.984, 4.235, -13.945], [-6.874, 5.138, -12.800], [-6.184, 4.382, -11.809], [-5.875, 4.796, -10.682], [-6.290, 3.057, -12.033], [-8.323, 4.047, -14.114], [-5.293, 2.906, -13.859], [-6.731, 2.062, -13.808], [-6.526, 4.604, -14.863], [-8.933, -2.002, -12.862], [-7.643, -1.315, -12.549], [-6.765, -2.087, -13.283], [-7.457, -2.504, -14.300], [-6.900, -3.120, -15.249], [-8.751, -2.386, -14.097], [-7.473, -1.625, -11.255], [-9.864, -1.441, -12.776], [-9.166, -2.870, -12.245], [-7.727, -0.245, -12.740], [-8.917, -2.496, -21.759], [-7.547, -1.724, -21.714], [-6.998, -1.947, -22.960], [-7.674, -2.997, -23.499], [-7.492, -3.467, -24.597], [-8.532, -3.468, -22.606], [-6.809, -2.241, -20.763], [-9.702, -1.849, -22.151], [-9.138, -2.978, -20.807], [-7.761, -0.718, -21.352], [-11.048, 2.346, -14.456], [-10.342, 1.335, -15.356], [-10.099, 1.900, -16.597], [-10.627, 3.154, -16.533], [-10.620, 3.949, -17.493], [-11.140, 3.430, -15.322], [-11.146, 0.277, -15.533], [-10.624, 2.585, -13.481], [-12.040, 2.075, -14.094], [-9.401, 0.918, -14.998]], "mulliken_spin": [0.8909, 0.3319, 0.0007, 0.0001, -0.0002, -0.0008, -0.0025, 0.0454, 0.0007, -0.0177, 0.0076, 0.0020, 0.0000, -0.0007, -0.0001, 0.0000, -0.0003, 0.0017, -0.0002, 0.0002, 0.0002, -0.0090, -0.0004, 0.0065, 0.0515, 0.0000, 0.0105, 0.0016, 0.0015, 0.0008, 0.0004, 0.0004, 0.0703, 0.0627, 0.3454, 0.1954, 0.0004, 0.0001, -0.0005, 0.0004, 0.0089, 0.0009, 0.0000, 0.0000, -0.0001, 0.0000, 0.0001, -0.0003, 0.0002, 0.0049, -0.0066, -0.0010, 0.0000, 0.0000, 0.0000, 0.0001, -0.0169, 0.0003, 0.0000, -0.0004, 0.0001, 0.0005, 0.0001, -0.0002, 0.0145, 0.0003, -0.0002, 0.0004, -0.0002, -0.0046, -0.0007, 0.0005, 0.0000, -0.0001, 0.0000, -0.0002, 0.0000, 0.0002, 0.0000, 0.0000, 0.0000, 0.0000, 0.0007, 0.0000, -0.0001, 0.0000, -0.0002, 0.0010, 0.0015, 0.0005, 0.0000, 0.0000, -0.0001, 0.0000, 0.0000, -0.0007], "fmax_ev_per_a": 11.0, "e_lumo_ev": [-0.80, -3.84], "s2": 2.009, "spin_multiplicity": 3, "e_homo_ev": [-10.744, -10.567], "energy_ha": -9849.6724}